1.
{"formula": "C26H18F5N5NiS", "method": "the ωB97M-V functional and the def2-TZVPD basis", "homo_ev": [-7.1, -7.1], "orbital_gap_ha": [0.2829, 0.2829], "multiplicity": 1, "lumo_energy_ev": [0.55, 0.55], "species": ["Ni", "C", "C", "C", "C", "C", "N", "C", "C", "C", "C", "C", "C", "C", "N", "C", "C", "C", "N", "C", "C", "N", "C", "C", "C", "N", "H", "H", "H", "H", "H", "H", "H", "H", "H", "H", "H", "H", "H", "H", "H", "H", "H", "H", "F", "C", "C", "F", "C", "F", "C", "S", "C", "F", "C", "F"], "coordinates": [[-0.02, 1.11, 0.74], [1.90, 3.56, -5.32], [1.50, 2.65, -4.19], [2.20, 1.48, -3.92], [1.88, 0.68, -2.84], [0.81, 0.99, -1.99], [0.52, 0.25, -0.86], [0.48, -1.13, -0.93], [0.02, -1.83, -2.06], [-0.08, -3.21, -2.06], [0.24, -3.97, -0.94], [0.05, -5.46, -0.92], [0.71, -3.29, 0.18], [0.86, -1.91, 0.16], [1.48, -1.29, 1.28], [2.45, -1.81, 2.05], [2.78, -0.89, 3.01], [1.95, 0.21, 2.75], [1.18, -0.04, 1.70], [0.08, 2.13, -2.31], [0.43, 2.96, -3.37], [-1.11, 2.41, -1.58], [-2.24, 2.95, -2.08], [-3.13, 3.10, -1.03], [-2.45, 2.61, 0.08], [-1.23, 2.20, -0.26], [2.52, 3.04, -6.04], [2.47, 4.41, -4.95], [1.02, 3.95, -5.84], [3.04, 1.20, -4.55], [2.46, -0.21, -2.63], [-0.27, -1.26, -2.94], [-0.44, -3.70, -2.95], [0.02, -5.86, -1.93], [-0.89, -5.73, -0.43], [0.85, -5.96, -0.37], [0.96, -3.84, 1.07], [2.84, -2.80, 1.85], [3.51, -0.98, 3.79], [1.87, 1.16, 3.25], [-0.14, 3.87, -3.54], [-2.33, 3.18, -3.12], [-4.13, 3.49, -1.07], [-2.76, 2.53, 1.11], [-2.88, -1.98, 6.20], [-2.37, -1.07, 5.38], [-2.28, -1.31, 4.02], [-2.71, -2.47, 3.52], [-1.74, -0.35, 3.18], [-1.72, -0.65, 1.86], [-1.27, 0.88, 3.63], [-0.58, 2.14, 2.63], [-1.39, 1.09, 5.01], [-0.96, 2.24, 5.54], [-1.92, 0.15, 5.87], [-2.00, 0.40, 7.18]]}

---

2.
{"formula": "C26H19Cl3FeN7O2", "method": "the ωB97M-V functional and the def2-TZVPD basis", "homo_ev": [-10.2, -10.2], "orbital_gap_ha": [0.2335, 0.2336], "total_charge": 1, "multiplicity": 1, "lumo_energy_ev": [-3.87, -3.87], "species": ["Fe", "C", "C", "N", "C", "C", "N", "C", "C", "C", "C", "C", "N", "C", "C", "N", "C", "C", "N", "C", "C", "C", "N", "C", "C", "H", "H", "H", "H", "H", "H", "H", "H", "H", "H", "H", "H", "Cl", "C", "C", "C", "Cl", "C", "O", "C", "Cl", "C", "H", "H", "C", "C", "N", "O", "H", "H", "H", "H", "H"], "coordinates": [[1.54, -0.37, 0.14], [2.09, 2.59, 3.28], [2.46, 1.80, 2.18], [1.56, 1.40, 1.30], [0.28, 1.78, 1.49], [-0.07, 2.54, 2.59], [0.83, 2.94, 3.49], [-0.63, 1.40, 0.39], [-1.86, 1.97, 0.08], [-2.43, 1.71, -1.16], [-1.69, 0.98, -2.10], [-0.48, 0.43, -1.71], [-0.05, 0.56, -0.46], [0.59, -0.13, -2.57], [0.40, -0.59, -3.86], [1.41, -1.04, -4.60], [2.62, -1.01, -4.05], [2.82, -0.57, -2.75], [1.81, -0.13, -2.01], [-3.74, 2.28, -1.53], [-4.62, 1.57, -2.34], [-5.85, 2.13, -2.65], [-6.23, 3.34, -2.24], [-5.38, 4.02, -1.47], [-4.14, 3.54, -1.09], [2.83, 2.91, 3.99], [3.49, 1.50, 2.04], [-1.10, 2.83, 2.77], [-2.35, 2.63, 0.78], [-2.03, 0.90, -3.12], [-0.58, -0.61, -4.31], [3.45, -1.36, -4.65], [3.80, -0.56, -2.30], [-4.38, 0.57, -2.69], [-6.55, 1.59, -3.27], [-5.71, 5.00, -1.15], [-3.49, 4.16, -0.49], [4.15, -2.47, 6.29], [3.15, -2.02, 4.95], [3.72, -1.82, 3.71], [2.88, -1.47, 2.67], [3.56, -1.19, 1.06], [1.49, -1.30, 2.77], [0.73, -0.96, 1.77], [0.98, -1.51, 4.07], [-0.72, -1.29, 4.30], [1.78, -1.86, 5.13], [4.78, -1.94, 3.55], [1.34, -2.01, 6.11], [1.16, -4.10, -2.03], [0.50, -3.15, -1.07], [-0.79, -3.36, -0.77], [1.13, -2.23, -0.54], [0.44, -4.61, -2.67], [1.71, -4.84, -1.45], [1.87, -3.56, -2.64], [-1.29, -4.16, -1.12], [-1.19, -2.83, -0.01]]}

---

3.
{"formula": "C26H19IrN3O2S", "method": "the ωB97M-V functional and the def2-TZVPD basis", "homo_ev": [-9.0, -11.0], "orbital_gap_ha": [0.2109, 0.2044], "e_above_lowest_ev": 0.0000, "total_charge": 1, "multiplicity": 5, "lumo_energy_ev": [-3.25, -5.46], "species": ["Ir", "C", "O", "C", "C", "C", "C", "C", "C", "N", "N", "C", "C", "O", "C", "C", "C", "C", "C", "C", "C", "C", "H", "H", "H", "H", "H", "H", "H", "H", "H", "H", "H", "H", "H", "S", "C", "C", "C", "C", "C", "C", "C", "C", "C", "N", "H", "H", "H", "H", "H", "H"], "coordinates": [[0.41, 0.20, -1.07], [3.40, -1.70, -1.78], [2.27, -1.42, -0.97], [2.05, -2.20, 0.14], [2.91, -3.21, 0.54], [2.61, -4.00, 1.64], [1.43, -3.81, 2.33], [0.57, -2.81, 1.96], [0.86, -1.96, 0.87], [0.00, -0.96, 0.50], [-1.11, -0.84, 1.20], [-2.16, -0.11, 0.97], [-2.33, 0.69, -0.26], [-1.70, 0.37, -1.33], [-3.22, 1.77, -0.20], [-4.12, 1.93, 0.83], [-4.23, 0.94, 1.83], [-5.30, 0.92, 2.74], [-5.45, -0.12, 3.62], [-4.52, -1.15, 3.66], [-3.43, -1.13, 2.82], [-3.25, -0.10, 1.90], [4.32, -1.67, -1.20], [3.44, -0.91, -2.53], [3.29, -2.67, -2.28], [3.82, -3.41, -0.01], [3.30, -4.78, 1.93], [1.17, -4.46, 3.16], [-0.36, -2.64, 2.49], [-3.21, 2.47, -1.03], [-4.80, 2.76, 0.83], [-6.04, 1.71, 2.69], [-6.30, -0.14, 4.29], [-4.64, -1.97, 4.35], [-2.70, -1.93, 2.84], [2.82, 3.94, -0.45], [2.37, 3.40, 1.12], [1.70, 2.21, 1.11], [1.52, 1.70, -0.19], [2.07, 2.54, -1.15], [1.95, 2.20, -2.53], [2.54, 2.82, -3.63], [2.37, 2.28, -4.88], [1.62, 1.11, -5.04], [1.04, 0.56, -3.91], [1.19, 1.09, -2.70], [2.64, 4.00, 1.97], [1.35, 1.73, 2.01], [3.14, 3.72, -3.48], [2.82, 2.74, -5.75], [1.47, 0.66, -6.00], [0.42, -0.33, -3.98]]}

---

4.
{"formula": "C26H20BrIrN3O4", "method": "the ωB97M-V functional and the def2-TZVPD basis", "homo_ev": [-9.9, -10.9], "orbital_gap_ha": [0.2035, 0.1829], "e_above_lowest_ev": 1.0005, "total_charge": 1, "multiplicity": 5, "lumo_energy_ev": [-4.40, -5.92], "species": ["Ir", "O", "C", "C", "C", "C", "C", "C", "C", "O", "N", "N", "C", "C", "Br", "C", "C", "C", "C", "C", "C", "C", "H", "H", "H", "H", "H", "H", "H", "H", "H", "H", "H", "H", "H", "H", "O", "C", "O", "C", "C", "C", "C", "C", "C", "C", "C", "C", "N", "H", "H", "H", "H", "H", "H"], "coordinates": [[-0.09, -0.27, 0.01], [-2.93, 0.18, 2.29], [-3.84, 1.02, 1.79], [-4.98, 1.25, 2.57], [-5.99, 2.08, 2.13], [-5.89, 2.68, 0.88], [-4.76, 2.47, 0.10], [-3.72, 1.67, 0.55], [-2.48, 1.45, -0.33], [-2.13, 0.15, -0.41], [-1.37, 2.28, 0.15], [-0.15, 1.78, -0.02], [0.89, 2.45, 0.49], [2.21, 2.03, 0.41], [2.53, 0.23, -0.25], [3.33, 2.70, 0.89], [3.40, 4.09, 1.14], [4.34, 4.60, 2.06], [4.36, 5.93, 2.39], [3.47, 6.82, 1.78], [2.58, 6.35, 0.83], [2.54, 5.02, 0.50], [-2.27, -0.07, 1.62], [-5.04, 0.75, 3.53], [-6.86, 2.23, 2.74], [-6.68, 3.31, 0.52], [-4.68, 2.94, -0.87], [-2.75, 1.83, -1.34], [-1.54, 2.94, 0.90], [0.71, 3.38, 1.02], [4.21, 2.11, 1.11], [5.02, 3.90, 2.54], [5.06, 6.30, 3.12], [3.49, 7.87, 2.04], [1.91, 7.04, 0.33], [1.92, 4.67, -0.31], [0.11, -2.05, 3.80], [0.11, -1.71, 2.64], [0.19, -0.52, 2.19], [0.02, -2.80, 1.54], [0.01, -4.15, 1.87], [-0.01, -5.08, 0.86], [-0.01, -4.65, -0.48], [0.00, -5.53, -1.59], [0.00, -5.04, -2.86], [-0.02, -3.66, -3.10], [-0.03, -2.77, -2.06], [-0.02, -3.25, -0.73], [0.00, -2.37, 0.29], [0.02, -4.42, 2.92], [-0.01, -6.13, 1.08], [0.01, -6.59, -1.40], [0.00, -5.72, -3.71], [-0.03, -3.29, -4.12], [-0.06, -1.69, -2.21]]}

---

5.
{"formula": "C26H20ClCuN4OS2Se", "method": "the ωB97M-V functional and the def2-TZVPD basis", "homo_ev": [-3.4, -3.3], "orbital_gap_ha": [0.1993, 0.1959], "e_above_lowest_ev": 0.4152, "total_charge": -1, "multiplicity": 2, "lumo_energy_ev": [2.02, 2.00], "species": ["Cu", "Cl", "C", "C", "C", "C", "O", "C", "C", "N", "C", "C", "C", "C", "C", "C", "C", "C", "N", "C", "C", "H", "H", "H", "H", "H", "H", "H", "H", "H", "H", "C", "C", "S", "C", "C", "S", "H", "H", "H", "H", "H", "H", "Se", "N", "C", "C", "C", "C", "C", "C", "N", "H", "H", "H", "H"], "coordinates": [[0.77, 1.16, 0.69], [-6.12, 0.25, 2.22], [-4.45, 0.76, 2.08], [-4.16, 2.11, 1.83], [-2.86, 2.53, 1.74], [-1.76, 1.63, 1.89], [-0.56, 2.08, 1.85], [-2.09, 0.26, 2.11], [-1.09, -0.76, 2.25], [0.17, -0.53, 2.14], [1.14, -1.51, 2.37], [0.94, -2.84, 2.65], [2.03, -3.70, 2.90], [3.31, -3.24, 2.88], [3.56, -1.87, 2.62], [4.86, -1.30, 2.64], [5.02, 0.03, 2.40], [3.87, 0.81, 2.13], [2.66, 0.32, 2.11], [2.49, -1.01, 2.36], [-3.44, -0.14, 2.21], [-4.97, 2.81, 1.70], [-2.62, 3.57, 1.53], [-1.47, -1.77, 2.46], [-0.06, -3.24, 2.68], [1.83, -4.75, 3.10], [4.15, -3.90, 3.08], [5.72, -1.94, 2.83], [5.99, 0.49, 2.40], [3.97, 1.86, 1.89], [-3.66, -1.19, 2.39], [2.73, 0.83, -3.58], [2.01, 1.29, -2.33], [2.44, 0.45, -0.84], [1.10, 2.27, -2.32], [0.67, 2.99, -3.56], [0.32, 2.80, -0.83], [3.48, 0.08, -3.33], [3.25, 1.66, -4.08], [2.05, 0.38, -4.31], [1.45, 3.00, -4.33], [0.39, 4.02, -3.33], [-0.22, 2.52, -3.99], [0.27, -1.68, -1.14], [-0.87, -0.38, -0.78], [-1.83, -0.46, -1.69], [-2.95, 0.42, -1.74], [-3.87, 0.25, -2.72], [-3.73, -0.78, -3.70], [-2.68, -1.64, -3.69], [-1.70, -1.51, -2.66], [-0.65, -2.32, -2.50], [-3.03, 1.21, -0.99], [-4.73, 0.91, -2.77], [-4.49, -0.88, -4.47], [-2.57, -2.42, -4.43]]}

---

6.
{"formula": "C26H20F5IrNO2S2Si", "method": "the ωB97M-V functional and the def2-TZVPD basis", "homo_ev": [1.3, -2.4], "orbital_gap_ha": [0.1059, 0.1879], "total_charge": -2, "multiplicity": 6, "lumo_energy_ev": [4.14, 2.76], "species": ["Ir", "O", "N", "C", "C", "C", "C", "C", "S", "H", "H", "H", "H", "C", "C", "O", "S", "C", "C", "C", "C", "C", "C", "C", "C", "H", "H", "H", "H", "H", "H", "H", "C", "Si", "C", "C", "C", "C", "H", "H", "H", "H", "H", "H", "H", "H", "H", "F", "C", "C", "C", "F", "C", "F", "C", "F", "C", "F"], "coordinates": [[-1.54, 1.26, -0.29], [-1.93, 2.94, 0.68], [-0.98, 3.90, 0.67], [-1.17, 4.93, -0.24], [-0.26, 5.94, -0.33], [0.82, 5.95, 0.56], [0.87, 5.08, 1.64], [-0.03, 3.92, 1.64], [0.34, 2.79, 2.87], [-2.00, 4.82, -0.95], [-0.29, 6.77, -1.03], [1.68, 6.63, 0.54], [1.69, 5.12, 2.35], [6.54, -4.58, 3.84], [6.57, -3.66, 2.65], [6.81, -3.95, 1.51], [6.33, -1.97, 3.21], [4.73, -1.62, 2.55], [4.13, -0.54, 3.25], [2.98, 0.04, 2.68], [2.28, -0.59, 1.59], [2.97, -1.67, 0.94], [4.22, -2.07, 1.37], [1.15, 0.00, 0.87], [0.13, 0.41, 0.28], [5.50, -5.01, 4.00], [6.90, -4.06, 4.80], [7.24, -5.43, 3.70], [4.56, -0.06, 4.16], [2.47, 0.84, 3.24], [2.55, -2.16, 0.09], [4.78, -2.83, 0.86], [-2.64, -3.66, -3.98], [-2.02, -3.15, -2.31], [-3.22, -3.95, -1.07], [-0.23, -3.55, -1.99], [-2.04, -1.35, -1.86], [-1.81, -0.33, -1.18], [-3.19, -4.61, -3.78], [-1.86, -3.88, -4.72], [-3.33, -2.91, -4.43], [-4.00, -4.61, -1.55], [-3.61, -2.99, -0.64], [-2.63, -4.46, -0.31], [0.44, -2.66, -2.10], [0.26, -4.40, -2.54], [-0.06, -3.88, -0.94], [-4.51, 1.09, 0.56], [-4.46, 1.74, -0.62], [-3.24, 2.03, -1.24], [-3.13, 2.84, -2.32], [-1.91, 3.15, -2.82], [-4.27, 3.30, -2.95], [-4.14, 3.85, -4.22], [-5.46, 3.15, -2.25], [-6.56, 3.81, -2.68], [-5.59, 2.25, -1.16], [-6.83, 2.05, -0.60]]}